The following is a DFT calculation (ωB97M-V/def2-TZVPD) of an isolated ion of composition C4H8NO and charge +1.

Total charge: +1
Gap between HOMO and LUMO in Ha: 0.410
SMILES: C#C[C@H](O)C[NH3+]
Multiplicity: 1
Energy relative to the best compared isomer or geometry (same formula, charge and spin) in kJ/mol: 236.02

Each line ends with the natural charge from an NBO analysis.
Positions of all 14 atoms, in Å:
C: 2.5042 0.5345 -0.6156  -0.121
C: 1.5770 0.1269 0.0188  -0.126
C: 0.4257 -0.4922 0.6013  0.019
O: 0.0241 -1.4877 -0.2777  -0.744
C: -0.9084 0.4339 0.7980  -0.215
N: -1.5067 0.4753 -0.5819  -0.711
H: 3.3695 1.0207 -1.0529  0.270
H: 0.6083 -1.0443 1.5700  0.238
H: 0.6499 -2.1682 -0.5099  0.531
H: -0.5634 1.4609 1.0696  0.240
H: -1.4854 0.0930 1.5296  0.231
H: -1.3894 -0.6230 -0.7069  0.485
H: -0.8374 0.9791 -1.1919  0.458
H: -2.4679 0.6910 -0.6503  0.446